Molecular formula: C46H107N9O8
Method: DFT, ωB97M-V/def2-TZVPD

The geometry in XYZ format:
```
170
Properties=species:S:1:pos:R:3:mulliken_charge:R:1
C -0.15862 -5.44449 -8.13759 -1.451
C -0.69143 -4.99848 -6.73496 -0.155
N 0.13532 -5.40079 -5.59654 -0.083
C 1.52029 -4.80414 -5.81780 -0.220
C 2.55649 -5.24932 -4.72498 -1.150
C -0.36738 -4.83682 -4.36104 -0.163
C -1.78050 -5.35447 -3.99583 -1.230
H 0.39368 -6.38419 -8.13240 0.375
H 0.69062 -4.84043 -8.45699 0.326
H -1.05465 -5.43575 -8.75820 0.411
H -1.02434 -3.96058 -6.72951 0.211
H -1.64775 -5.51974 -6.69195 0.394
H 1.95897 -5.04923 -6.78506 0.396
H 1.45667 -3.73404 -6.01510 0.302
H 2.33061 -4.87828 -3.72528 0.053
H 2.59794 -6.33718 -4.67072 0.297
H 3.58577 -4.89928 -4.80340 0.440
H -0.46016 -3.75184 -4.40933 0.123
H 0.25244 -5.16253 -3.52568 0.403
H -2.50933 -5.12406 -4.77289 0.365
H -2.03688 -4.91011 -3.03410 0.001
H -1.66092 -6.43744 -3.96477 0.447
C 0.84462 1.45052 -1.00205 -0.948
C 0.69433 0.51114 0.21565 1.208
N -0.40819 -0.42344 -0.08499 1.216
C -1.01358 -1.10925 1.18121 0.970
C -1.86526 -0.22811 2.09100 -1.548
C 0.11150 -1.54077 -0.98004 -0.145
C -1.01351 -2.20210 -1.74162 -0.038
H 1.69558 2.09034 -0.76837 0.272
H -0.05476 2.03197 -1.20485 -0.154
H 1.07073 1.13507 -2.02061 0.422
H 1.66954 0.06509 0.41083 -0.838
H 0.36229 1.10441 1.06763 -0.498
H -0.20124 -1.62172 1.69657 -0.086
H -1.71145 -1.92732 1.00281 -0.418
H -2.90495 -0.25353 1.76466 0.297
H -1.57686 0.81749 1.98311 0.086
H -1.71689 -0.44786 3.14826 0.551
H 0.77883 -1.18967 -1.76713 0.649
H 0.69683 -2.27884 -0.43163 -0.381
H -1.29948 -1.51031 -2.53392 -0.318
H -0.53707 -2.98646 -2.32973 -0.054
H -1.83109 -2.54984 -1.11016 -0.209
C -0.94979 2.39796 -3.91601 -0.163
C -0.83275 2.21520 -5.47273 -1.517
N -1.91161 1.51128 -6.08891 0.128
C -3.05547 2.41090 -5.97158 -0.363
C -4.24200 2.09859 -6.94451 -1.487
C -2.27442 0.19275 -5.61731 -0.482
C -1.08702 -0.74656 -5.33596 -0.708
H -1.72993 3.12472 -3.68949 0.317
H -0.01242 2.86855 -3.61940 0.421
H -1.17841 1.47800 -3.37796 -0.049
H -0.77643 3.23929 -5.84173 0.583
H 0.13696 1.75778 -5.66902 0.407
H -3.49112 2.43992 -4.97285 0.193
H -2.79735 3.44367 -6.20582 0.460
H -4.99359 2.86550 -6.75726 0.445
H -3.84091 2.05746 -7.95719 0.346
H -4.79498 1.17338 -6.78232 0.333
H -3.04252 -0.24606 -6.25415 0.475
H -2.83260 0.27081 -4.68433 0.280
H -0.37743 -0.27963 -4.65292 0.032
H -0.55806 -1.03393 -6.24465 0.411
H -1.45213 -1.65933 -4.86515 0.061
C 4.95976 3.04357 3.18961 -1.570
C 3.72761 2.12970 3.49583 0.386
N 4.00147 1.12305 4.53927 0.031
C 5.26500 0.47249 4.41978 -1.030
C 5.36797 -0.24118 3.12490 -0.464
C 2.77629 0.22340 4.83661 -0.445
C 1.37888 0.92640 4.81273 -0.909
H 5.67298 2.52306 2.55048 0.291
H 5.54970 3.44777 4.01222 0.339
H 4.65771 3.82714 2.49471 0.313
H 2.93639 2.71712 3.96168 0.597
H 3.45240 1.63925 2.56213 -0.338
H 6.09424 1.17123 4.53033 0.298
H 5.36665 -0.16924 5.29497 0.525
H 6.19329 0.11125 2.50623 0.341
H 5.54183 -1.26618 3.45237 0.237
H 4.47907 -0.17210 2.49786 0.003
H 2.79626 -0.30936 5.78733 0.373
H 2.75271 -0.63855 4.16984 0.207
H 1.26653 1.65583 5.61487 0.412
H 0.65636 0.11449 4.89559 0.386
H 1.16081 1.37006 3.84128 -0.022
C -1.06158 3.75999 5.83144 -1.309
C -1.75867 2.36887 5.45809 0.518
N -2.97856 2.25150 6.28582 0.018
C -3.41041 0.90186 6.56564 -0.337
C -2.44492 0.10841 7.51654 -1.128
C -4.05813 2.87980 5.50764 -0.435
C -5.21758 3.36128 6.39759 -1.398
H -0.36632 4.09896 5.06344 0.224
H -0.45174 3.61039 6.72240 0.365
H -1.71390 4.62741 5.93216 0.361
H -2.07117 2.36725 4.41385 0.194
H -1.03700 1.55732 5.55130 -0.379
H -4.43643 0.95192 6.93017 0.306
H -3.47600 0.52748 5.54406 0.259
H -2.19418 0.53917 8.48591 0.312
H -2.98683 -0.83127 7.62345 0.411
H -1.53566 -0.18508 6.99194 0.159
H -4.47630 2.12214 4.84494 0.324
H -3.62234 3.60692 4.82245 0.546
H -5.79046 4.10100 5.83837 0.398
H -4.85972 3.91816 7.26356 0.331
H -5.77527 2.51498 6.79866 0.346
O -6.87849 -5.40937 1.10725 -0.584
C -5.74588 -4.95179 0.94586 0.567
C -4.36184 -5.41293 1.33578 -0.728
C -3.43402 -4.62245 0.39943 0.257
C -4.25201 -3.35181 0.10708 0.064
O -5.58343 -3.78413 0.21738 -0.425
H -3.94321 -5.02285 2.26351 0.283
H -4.22715 -6.49448 1.34970 0.370
H -2.52431 -4.35733 0.93816 -0.066
H -3.11479 -5.15347 -0.49734 0.139
H -4.07209 -2.44765 0.68864 -0.009
H -4.00296 -3.05814 -0.91264 0.194
O 3.96332 3.32347 -1.43781 -0.676
C 4.33362 4.48070 -1.08032 0.528
C 3.85233 5.83326 -1.65700 0.099
C 4.93151 6.73075 -1.16507 -0.790
C 5.45746 6.10147 0.13425 -0.326
O 5.24385 4.65413 -0.10227 -0.325
H 3.74168 5.75415 -2.73849 0.397
H 2.93615 6.16296 -1.16709 -0.235
H 5.73536 6.79740 -1.89821 0.298
H 4.63625 7.77931 -1.12709 0.385
H 6.48967 6.41842 0.28319 0.394
H 4.88360 6.40024 1.01148 0.230
C 1.34962 3.85545 1.62164 1.520
C 1.31904 5.21391 1.01108 0.029
N 0.54438 5.43890 -0.01232 -0.081
O 2.15084 6.08596 1.34121 -0.750
H 1.03190 3.84715 2.66428 -0.042
H 2.33653 3.39523 1.57366 -0.360
H 0.61640 3.22765 1.11532 -0.870
H 0.74774 6.27490 -0.54132 0.304
H -0.26742 4.86633 -0.19466 0.269
C 3.74124 -2.39904 -0.86996 -0.955
C 3.74899 -2.39212 0.72047 0.473
N 4.83358 -2.82841 1.38205 -0.309
O 2.76989 -1.87874 1.29814 -0.175
H 2.88077 -2.91955 -1.29038 0.005
H 4.61134 -2.91174 -1.28005 0.569
H 3.80053 -1.36291 -1.20316 0.231
H 4.97121 -2.73527 2.37829 0.250
H 5.61500 -3.18849 0.85307 0.189
C -4.23924 3.39257 -0.88357 -1.383
C -2.84780 2.85857 -0.82097 0.708
N -2.68942 1.56229 -0.85697 0.546
O -1.95334 3.59036 -0.54099 -0.612
H -4.41524 4.09204 -1.70081 0.303
H -4.19687 3.98752 0.02875 0.327
H -4.96609 2.58222 -0.93947 0.363
H -1.77318 1.15641 -0.98291 -0.950
H -3.41043 0.91527 -1.14263 0.228
C 1.13179 -5.30354 1.83167 -0.763
C 0.94374 -4.66312 3.18337 0.706
N 0.99739 -3.34661 3.23857 0.098
O 0.66786 -5.30759 4.22794 -0.715
H 0.71148 -6.30924 1.82960 0.342
H 2.16587 -5.41713 1.50629 0.273
H 0.57430 -4.78670 1.05053 0.067
H 1.55093 -2.93977 2.49819 -0.274
H 0.76780 -2.88354 4.10630 0.105
```

**HOMO energy**: -8.0 eV
**Energy**: -2911.4926 a.u.
**Structure (SMILES)**: CCN(CC)CC.CCN(CC)CC.CCN(CC)CC.CCN(CC)CC.CCN(CC)CC.O=C1CCCO1.O=C1CCCO1.CC(N)=O.CC(N)=O.CC(N)=O.CC(N)=O
**HOMO-LUMO gap**: 0.3002 Ha
**E_LUMO**: 0.22 eV
**Molecular weight**: 914.42 g mol⁻¹
**ΔE to the lowest compared entry with this formula, charge and spin**: 277.1 kJ/mol

Molecular formula: C9H14O
Method: DFT, ωB97M-V/def2-TZVPD

The geometry in XYZ format:
```
24
Properties=species:S:1:pos:R:3:mulliken_charge:R:1
C 2.41141 0.19833 2.66156 -1.237
C 1.05947 0.32149 1.97914 0.533
C 0.11489 1.33498 2.17676 -0.473
C -0.99922 1.48732 1.39809 -0.440
C -1.35801 0.58687 0.28341 -0.079
O -2.45407 0.78298 -0.68611 -0.510
C -0.37914 -0.46737 0.03308 -0.150
C 0.69727 -0.61820 0.91224 -0.372
H 3.04732 0.92572 2.03095 0.240
H 2.70604 -0.81750 2.72646 0.402
H 2.34778 0.47726 3.72066 0.351
H 0.39086 2.14511 2.89441 0.282
H -1.44800 2.38377 1.59764 0.411
H -3.20643 1.25714 -0.51330 0.299
H -0.56345 -1.31257 -0.59401 0.550
H 1.53644 -1.41884 0.71515 0.164
C 0.60941 -0.87085 -3.75886 -0.808
C 0.01987 -2.15597 -3.34917 -0.714
H 0.98770 -0.30757 -2.89103 0.230
H 1.33745 -0.85454 -4.56844 0.321
H -0.13875 -0.18193 -4.07545 0.284
H 0.31898 -3.01225 -3.89320 0.367
H -1.07719 -2.12540 -3.37796 0.250
H 0.33810 -2.32186 -2.30063 0.100
```

**HOMO energy**: -8.4 eV
**Energy**: -426.4928 a.u.
**Structure (SMILES)**: Cc1ccc(O)cc1.CC
**HOMO-LUMO gap**: 0.3406 Ha
**E_LUMO**: 0.89 eV
**Molecular weight**: 138.21 g mol⁻¹
**ΔE to the lowest compared entry with this formula, charge and spin**: 209.9 kJ/mol

Molecular formula: C3H7NO
Method: DFT, ωB97M-V/def2-TZVPD

The geometry in XYZ format:
```
12
Properties=species:S:1:pos:R:3:mulliken_spin:R:1
C 4.11645 -1.27059 0.87757 0.000
N 3.37046 -1.23946 -0.19332 0.000
H 4.57780 -2.21100 0.95588 0.000
H 4.17016 -0.34148 1.62944 0.000
H 2.70442 -0.48809 0.03290 0.000
C -3.48531 0.22240 -0.87833 0.458
C -2.64959 1.01630 -0.16352 0.252
O -1.34790 0.76484 0.13837 0.238
H -4.32423 0.68185 -1.49916 0.023
H -3.23060 -0.83566 -1.15478 0.025
H -2.94747 2.01816 0.04345 0.012
H -0.95419 1.68273 0.21151 -0.008
```

**HOMO energy (spin up / spin down)**: -12.4 / -12.4 eV
**Energy**: -248.0559 a.u.
**HOMO-LUMO gap (spin up / spin down)**: 0.2528 / 0.1139 Ha
**E_LUMO (spin up / spin down)**: -5.53 / -9.31 eV
**Molecular weight**: 73.09 g mol⁻¹
**Spin multiplicity**: 2
**ΔE to the lowest compared entry with this formula, charge and spin**: 296.6 kJ/mol
**Net charge**: +1

Molecular formula: C16H18F3NRuSTe
Method: DFT, ωB97M-V/def2-TZVPD

The geometry in XYZ format:
```
41
Properties=species:S:1:pos:R:3:mulliken_spin:R:1
Ru 0.04963 -0.77556 0.29075 2.161
C 1.00863 1.26914 0.68265 -0.298
C 2.04493 0.28614 0.78975 0.262
C 1.70263 -0.57816 1.86675 -0.042
C 0.48573 -0.07836 2.47255 0.016
C 0.12443 1.11944 1.80455 0.180
C -0.92177 2.11324 2.18385 0.002
C -0.07217 -0.58426 3.76975 0.018
C 2.60993 -1.60076 2.48455 0.011
C 3.28643 0.16934 -0.04265 0.060
C 1.00503 2.49124 -0.18675 -0.005
H -0.44897 3.06254 2.44305 0.009
H -1.50507 1.77394 3.03435 0.001
H -1.60587 2.29784 1.35625 0.003
H 0.62083 -0.36586 4.58595 0.002
H -0.22847 -1.66176 3.73945 -0.001
H -1.02577 -0.11316 3.99365 0.001
H 2.46043 -2.60376 2.08545 0.007
H 2.43803 -1.64956 3.55785 -0.004
H 3.64763 -1.32576 2.30535 0.000
H 4.16573 0.36354 0.57435 0.008
H 3.27743 0.88424 -0.86165 0.000
H 3.39633 -0.83366 -0.46125 -0.002
H 1.30913 3.35934 0.40295 -0.001
H 0.00363 2.68884 -0.57085 -0.001
H 1.68213 2.39664 -1.03415 -0.001
F -4.56767 -0.70146 -4.22835 0.001
C -4.11057 -0.63686 -2.96425 0.011
F -4.61017 -1.71206 -2.33705 0.001
F -4.69697 0.43634 -2.41635 -0.001
C -2.60767 -0.58566 -2.91875 -0.026
C -1.87177 -0.71376 -4.07975 -0.013
C -0.47967 -0.71036 -4.01525 0.005
C 0.12133 -0.67006 -2.77455 -0.030
N -0.57817 -0.56886 -1.64695 -0.006
C -1.93367 -0.46716 -1.68245 0.009
S -2.64187 -0.21746 -0.16075 0.244
H -2.37117 -0.83386 -5.02835 0.000
H 0.11063 -0.77356 -4.91315 0.001
H 1.19993 -0.74576 -2.65985 -0.006
Te -0.47307 -3.20426 0.55935 1.427
```

**HOMO energy (spin up / spin down)**: -6.6 / -7.7 eV
**Energy**: -1735.9278 a.u.
**HOMO-LUMO gap (spin up / spin down)**: 0.2578 / 0.2226 Ha
**E_LUMO (spin up / spin down)**: 0.37 / -1.66 eV
**Molecular weight**: 542.06 g mol⁻¹
**Spin multiplicity**: 5